[1]
Entry from OMol25: a structure of composition C24H20IN8OPd (ωB97M-V with the def2-TZVPD basis set).

ORCA input file:
```
! wB97M-V def2-TZVPD RIJCOSX def2/J DEFGRID3
* xyz 1 1
Pd -0.730 0.861 -0.947
C -0.405 0.537 6.184
C -0.300 0.333 4.700
C 0.775 -0.347 4.129
C 0.893 -0.503 2.765
C -0.080 -0.015 1.879
N 0.080 -0.223 0.508
C 0.656 -1.421 0.075
C 0.317 -2.665 0.615
C 0.889 -3.829 0.141
C 1.804 -3.823 -0.913
C 2.393 -5.099 -1.445
C 2.130 -2.598 -1.475
C 1.579 -1.426 -0.975
N 1.979 -0.177 -1.531
C 3.160 0.159 -2.082
C 3.059 1.440 -2.578
C 1.758 1.840 -2.287
N 1.127 0.860 -1.645
C -1.144 0.683 2.461
C -1.247 0.855 3.834
N -2.171 1.229 1.641
C -3.479 1.330 1.910
C -4.047 2.147 0.950
C -2.993 2.508 0.121
N -1.844 1.961 0.547
H 0.170 -0.214 6.724
H -1.440 0.482 6.520
H -0.019 1.518 6.468
H 1.550 -0.749 4.771
H 1.758 -1.010 2.360
H -0.413 -2.701 1.413
H 0.606 -4.774 0.589
H 2.339 -5.894 -0.703
H 3.436 -4.966 -1.729
H 1.851 -5.437 -2.331
H 2.814 -2.553 -2.314
H 3.991 -0.525 -2.048
H 3.821 2.014 -3.074
H 1.264 2.780 -2.472
H -2.082 1.423 4.227
H -3.911 0.806 2.746
H -5.082 2.428 0.859
H -2.984 3.148 -0.745
I -2.814 -1.155 -1.185
C -1.168 -0.593 -2.305
H -1.467 -0.118 -3.231
H -0.413 -1.368 -2.338
O -1.490 2.169 -2.289
N -1.252 1.993 -3.593
C -0.891 3.074 -4.192
C -0.713 4.317 -3.491
N -0.551 5.280 -2.886
C -0.645 3.015 -5.605
N -0.423 2.993 -6.731
*
```

Results
- Energy relative to the best compared isomer or geometry (same formula, charge and spin): 81.02 kJ/mol

Listed below, in e, are the natural (NBO) charges computed for each atom: Pd 1.18; C -0.63; C -0.01; C -0.18; C -0.22; C 0.12; N -0.59; C 0.11; C -0.21; C -0.19; C 0.01; C -0.64; C -0.23; C 0.13; N -0.15; C 0.02; C -0.30; C 0.01; N -0.25; C 0.14; C -0.21; N -0.17; C 0.02; C -0.32; C 0.01; N -0.37; H 0.23; H 0.22; H 0.23; H 0.23; H 0.23; H 0.24; H 0.23; H 0.23; H 0.23; H 0.23; H 0.23; H 0.25; H 0.26; H 0.25; H 0.22; H 0.25; H 0.26; H 0.26; I 0.35; C -0.51; H 0.26; H 0.23; O -0.61; N -0.02; C -0.04; C 0.22; N -0.22; C 0.23; N -0.22

[2]
Entry from OMol25: a structure of composition C24H21AsAuN4O (ωB97M-V with the def2-TZVPD basis set).

ORCA input file:
```
! wB97M-V def2-TZVPD RIJCOSX def2/J DEFGRID3
* xyz 1 1
Au -1.229 -0.582 -0.865
N -5.099 -0.497 -2.148
C -5.009 0.849 -1.946
C -3.725 1.092 -1.562
N -3.043 -0.082 -1.521
C -3.890 -1.038 -1.879
C -3.542 -2.420 -1.959
N -2.407 -2.908 -1.504
C -2.427 -4.229 -1.764
C -3.597 -4.560 -2.400
N -4.306 -3.406 -2.513
H -5.938 -0.988 -2.406
H -5.840 1.505 -2.089
H -3.252 2.022 -1.320
H -1.617 -4.864 -1.469
H -3.964 -5.498 -2.756
H -5.212 -3.314 -2.946
O 0.555 -1.173 -0.185
As 1.262 0.124 0.566
C 2.909 -0.579 1.250
C 3.401 -1.723 0.635
C 4.616 -2.249 1.034
C 5.337 -1.630 2.041
C 4.838 -0.497 2.666
C 3.622 0.035 2.271
C 1.682 1.492 -0.735
C 1.950 1.004 -2.010
C 2.281 1.873 -3.033
C 2.352 3.234 -2.781
C 2.102 3.723 -1.508
C 1.777 2.855 -0.476
C 0.188 0.839 1.995
C -0.717 1.861 1.732
C -1.503 2.361 2.756
C -1.385 1.840 4.037
C -0.501 0.804 4.291
C 0.283 0.295 3.268
H 2.809 -2.188 -0.147
H 4.995 -3.141 0.560
H 6.297 -2.023 2.339
H 5.400 -0.028 3.458
H 3.222 0.924 2.748
H 1.887 -0.071 -2.176
H 2.482 1.489 -4.024
H 2.608 3.914 -3.578
H 2.164 4.784 -1.321
H 1.604 3.241 0.522
H -0.790 2.258 0.720
H -2.201 3.159 2.552
H -1.984 2.239 4.841
H -0.410 0.406 5.291
H 0.965 -0.531 3.450
*
```

Results
- Energy relative to the best compared isomer or geometry (same formula, charge and spin): 0.50 kJ/mol

Listed below, in e, are the natural (NBO) charges computed for each atom: Au 0.64; N -0.48; C -0.07; C -0.06; N -0.50; C 0.34; C 0.24; N -0.44; C -0.07; C -0.07; N -0.49; H 0.43; H 0.24; H 0.24; H 0.23; H 0.23; H 0.42; O -1.12; As 1.93; C -0.33; C -0.21; C -0.20; C -0.18; C -0.19; C -0.23; C -0.32; C -0.23; C -0.19; C -0.18; C -0.20; C -0.23; C -0.33; C -0.23; C -0.21; C -0.18; C -0.19; C -0.22; H 0.24; H 0.23; H 0.23; H 0.23; H 0.22; H 0.23; H 0.23; H 0.23; H 0.23; H 0.23; H 0.23; H 0.22; H 0.23; H 0.23; H 0.23

[3]
Entry from OMol25: a structure of composition C24H21AsN5OPtS2 (ωB97M-V with the def2-TZVPD basis set).

ORCA input file:
```
! wB97M-V def2-TZVPD RIJCOSX def2/J DEFGRID3
* xyz 1 1
Pt -0.182 -0.081 -0.027
S -1.416 1.141 -4.113
C 0.041 1.980 -3.798
C 0.585 1.678 -2.582
C -0.183 0.733 -1.857
C -1.308 0.366 -2.570
C -2.211 -0.584 -1.999
C -3.407 -1.035 -2.562
C -4.151 -1.987 -1.901
C -3.692 -2.480 -0.682
C -2.522 -1.976 -0.160
N -1.791 -1.050 -0.793
H 0.426 2.659 -4.543
H 1.505 2.117 -2.225
H -3.726 -0.626 -3.510
H -5.078 -2.351 -2.323
H -4.234 -3.245 -0.145
H -2.150 -2.330 0.790
S -2.660 1.069 7.094
N -1.874 -0.169 6.417
C -1.734 0.111 5.136
C -1.060 -0.717 4.166
C -0.496 -1.946 4.482
C 0.160 -2.663 3.501
C 0.234 -2.124 2.226
N -0.302 -0.956 1.894
C -0.968 -0.225 2.840
C -1.589 1.027 2.464
N -1.525 1.424 1.180
C -2.098 2.543 0.787
C -2.788 3.379 1.660
C -2.866 3.018 2.990
C -2.266 1.838 3.410
C -2.302 1.368 4.772
N -2.848 2.004 5.790
H -0.577 -2.324 5.493
H 0.600 -3.626 3.712
H 0.732 -2.656 1.426
H -2.012 2.777 -0.270
H -3.258 4.282 1.295
H -3.395 3.627 3.711
C 1.434 3.050 2.618
As 2.345 1.511 1.882
C 2.714 0.235 3.290
C 4.053 2.158 1.265
O 1.626 0.878 0.528
H 2.063 3.491 3.392
H 0.471 2.784 3.044
H 1.290 3.765 1.810
H 3.423 0.690 3.981
H 3.160 -0.650 2.840
H 1.811 -0.042 3.831
H 4.603 2.629 2.079
H 3.867 2.881 0.474
H 4.622 1.323 0.862
*
```

Results
- E_tot: -120478.1758 eV

Listed below, in e, are the natural (NBO) charges computed for each atom: Pt 0.85; S 0.44; C -0.38; C -0.30; C -0.16; C -0.36; C 0.21; C -0.23; C -0.13; C -0.27; C 0.06; N -0.43; H 0.24; H 0.23; H 0.24; H 0.23; H 0.23; H 0.20; S 0.97; N -0.58; C 0.09; C -0.08; C -0.11; C -0.24; C 0.07; N -0.47; C 0.16; C 0.22; N -0.49; C 0.07; C -0.22; C -0.13; C -0.12; C 0.18; N -0.60; H 0.25; H 0.25; H 0.23; H 0.22; H 0.24; H 0.25; C -0.99; As 1.98; C -0.99; C -0.98; O -1.12; H 0.25; H 0.25; H 0.26; H 0.26; H 0.26; H 0.25; H 0.25; H 0.26; H 0.26

[4]
Entry from OMol25: a structure of composition C24H21AsNOPtS (ωB97M-V with the def2-TZVPD basis set).

ORCA input file:
```
! wB97M-V def2-TZVPD RIJCOSX def2/J DEFGRID3
* xyz 3 5
Pt 0.119 -0.120 -1.983
O -1.636 -1.281 -2.833
C -2.720 -0.514 -3.379
C -2.455 0.946 -3.135
C -3.357 1.902 -3.572
C -3.080 3.241 -3.372
C -1.897 3.605 -2.731
C -1.045 2.616 -2.311
N -1.319 1.306 -2.512
H -1.646 -2.183 -3.180
H -3.658 -0.806 -2.905
H -2.803 -0.694 -4.452
H -4.261 1.589 -4.079
H -3.772 3.998 -3.718
H -1.637 4.643 -2.574
H -0.108 2.842 -1.821
S 2.353 0.681 -2.050
C 3.167 0.058 -0.701
C 4.580 0.239 -0.685
C 5.322 -0.194 0.392
C 4.687 -0.819 1.464
C 3.289 -1.030 1.458
C 2.538 -0.594 0.401
As 0.653 -0.942 0.328
C 0.248 -2.320 1.563
C -0.276 -1.996 2.816
C -0.496 -3.025 3.719
C -0.209 -4.339 3.366
C 0.308 -4.644 2.111
C 0.533 -3.633 1.191
C -0.206 0.687 0.878
C -1.630 0.663 1.052
C -2.262 1.757 1.567
C -1.512 2.921 1.852
C -0.111 2.973 1.628
C 0.532 1.883 1.116
H 5.059 0.720 -1.529
H 6.394 -0.055 0.402
H 5.267 -1.153 2.315
H 2.828 -1.547 2.291
H -0.483 -0.974 3.106
H -0.887 -2.800 4.702
H -0.387 -5.134 4.077
H 0.531 -5.669 1.848
H 0.932 -3.873 0.213
H -2.186 -0.239 0.824
H -3.327 1.741 1.760
H -2.017 3.798 2.239
H 0.438 3.871 1.881
H 1.603 1.902 0.960
*
```

Results
- E_tot: -103656.3077 eV
- ⟨S²⟩: 6.051

Listed below, in e, are the natural (NBO) charges computed for each atom: Pt 0.89; O -0.76; C -0.11; C 0.21; C -0.21; C -0.08; C -0.22; C 0.05; N -0.52; H 0.54; H 0.23; H 0.24; H 0.27; H 0.27; H 0.27; H 0.22; S 0.25; C -0.22; C -0.12; C -0.18; C -0.07; C -0.10; C -0.41; As 1.10; C -0.30; C -0.24; C -0.18; C -0.13; C -0.17; C -0.23; C -0.19; C -0.13; C -0.21; C 0.03; C -0.16; C -0.22; H 0.26; H 0.28; H 0.26; H 0.24; H 0.22; H 0.26; H 0.26; H 0.26; H 0.23; H 0.25; H 0.27; H 0.26; H 0.27; H 0.25

| no. | F_max (eV Å⁻¹) |
| --- | --- |
| 1 | 0.729 |
| 2 | 1.966 |
| 3 | 1.981 |
| 4 | 0.730 |